DFT (the ωB97M-V functional and the def2-TZVPD basis) results for a structure of composition C28H27IrN4O2 at a distorted geometry.

Results
- <S²>: 6.025
- LUMO energy (spin up / spin down): 0.014 / -0.068 Eh
- Highest occupied orbital energy (spin up / spin down): -5.1 / -8.4 eV
- HOMO-LUMO gap (spin up / spin down): 5.51 / 6.53 eV
- Net charge: 0
- 2S+1: 5

XYZ file:
```
62
Properties=species:S:1:pos:R:3:forces:R:3
Ir 9.784 14.035 11.322 0.2 -0.2 -0.4
C 10.044 7.791 10.828 -0.6 1.1 0.7
C 8.941 7.780 11.874 -0.8 -0.5 0.9
C 8.758 6.738 12.813 0.5 -0.7 -1.5
C 7.690 6.710 13.707 0.4 -0.7 0.4
C 6.814 7.768 13.775 0.0 0.5 0.9
C 7.062 8.866 12.984 -1.2 0.2 -0.2
C 8.029 8.839 12.014 1.3 -0.5 -0.2
N 8.152 9.951 11.187 0.7 3.0 -0.3
C 8.588 11.229 11.616 -0.3 -2.0 1.6
N 8.977 11.350 12.914 0.4 -1.6 0.2
C 8.956 12.506 13.709 -1.0 1.4 0.4
C 9.055 13.808 13.176 -0.4 0.4 0.9
C 8.754 14.931 14.025 0.2 -0.8 -1.7
C 8.439 14.697 15.334 0.3 1.1 -0.1
C 8.521 13.445 15.871 -0.5 -0.4 0.4
C 8.665 12.330 15.068 1.0 -0.6 1.1
C 8.649 10.970 15.759 1.5 1.3 -1.9
N 8.600 12.256 10.859 0.3 0.8 -1.5
C 7.897 12.239 9.628 0.7 0.0 -3.1
C 8.548 12.203 8.319 0.4 -1.0 2.6
C 7.784 12.112 7.183 1.3 -0.2 -1.0
C 6.404 12.078 7.206 -1.8 -0.1 -0.9
C 5.756 12.229 8.404 1.0 0.5 1.7
C 6.531 12.360 9.611 -2.0 0.1 0.8
C 5.825 12.639 10.957 -1.0 -1.2 -1.0
H 10.844 7.164 11.180 0.4 -0.3 -0.2
H 10.403 8.832 10.736 0.2 -0.5 0.1
H 9.715 7.532 9.822 -0.1 -0.4 0.1
H 9.414 5.856 12.661 -0.4 0.6 0.6
H 7.538 5.885 14.408 0.3 0.1 -0.5
H 6.021 7.797 14.528 0.2 -0.1 -0.4
H 6.413 9.734 12.997 0.0 0.0 0.1
H 8.370 9.836 10.215 -0.2 -0.3 -0.4
H 9.050 10.488 13.481 -0.2 0.7 -0.9
H 8.771 15.953 13.589 0.0 -0.8 0.5
H 8.173 15.502 15.985 0.0 0.5 0.3
H 8.401 13.406 16.951 -0.1 -0.6 -0.2
H 8.692 11.073 16.779 -0.2 0.6 2.5
H 9.534 10.376 15.571 0.2 -0.4 -0.6
H 7.773 10.484 15.508 -1.7 -1.5 -0.6
H 9.658 12.097 8.291 -1.0 0.4 -0.1
H 8.349 12.046 6.248 -0.4 0.0 0.2
H 5.735 11.945 6.302 1.3 0.2 0.9
H 4.673 12.328 8.465 0.2 -0.2 0.0
H 6.069 13.633 11.324 0.0 -0.1 0.1
H 6.056 11.863 11.714 0.1 0.5 -0.3
H 4.719 12.551 10.784 0.9 0.3 0.3
O 10.073 14.893 7.377 0.7 -0.6 -0.4
C 9.771 14.799 8.540 0.0 0.8 1.7
O 10.624 14.210 9.536 -1.0 0.1 -1.5
C 8.554 15.369 9.096 1.0 -0.1 -2.6
C 7.608 16.070 8.228 0.9 -0.3 1.2
C 6.516 16.574 8.831 0.0 -0.5 1.0
C 6.298 16.312 10.245 -0.2 0.5 0.7
C 7.237 15.672 10.999 0.7 0.8 -0.1
N 8.411 15.231 10.451 -1.8 0.7 0.2
H 7.775 16.310 7.172 0.4 -0.6 0.6
H 5.859 17.206 8.287 -0.7 0.3 -0.3
H 5.462 16.788 10.770 0.2 -0.3 -0.3
H 7.273 15.622 12.087 -0.8 -0.1 -0.3
H 11.049 14.094 12.268 0.7 0.1 0.0
```
Forces are in eV/Å.

***

DFT (the ωB97M-V functional and the def2-TZVPD basis) results for a structure of composition C28H27IrN5O4 at a distorted geometry.

Results
- LUMO energy (spin up / spin down): -0.184 / -0.181 Eh
- Highest occupied orbital energy (spin up / spin down): -11.4 / -11.4 eV
- HOMO-LUMO gap (spin up / spin down): 6.44 / 6.50 eV
- Net charge: +1
- 2S+1: 1

XYZ file:
```
65
Properties=species:S:1:pos:R:3:forces:R:3
Ir -0.020 -0.088 0.343 -1.1 3.0 0.6
C 3.226 -0.250 -1.901 0.0 0.0 -0.1
C 3.210 -0.254 -0.424 -0.2 0.1 -0.5
N 2.141 -0.395 0.340 -0.9 0.2 0.9
C 2.565 -0.347 1.648 0.8 -0.1 0.5
C 3.930 -0.174 1.658 -0.6 -0.1 0.4
N 4.302 -0.119 0.342 -0.4 -0.1 0.3
C 4.971 0.034 2.716 -0.1 0.0 -0.4
O 4.604 -0.106 3.957 -0.1 0.0 0.5
O 6.082 0.336 2.353 0.0 -0.1 0.0
C 1.594 -0.388 2.792 2.1 -0.1 0.1
O 2.030 -0.459 3.936 -0.4 0.0 0.0
O 0.365 -0.306 2.490 -1.5 0.0 -2.7
H 2.208 -0.316 -2.279 0.0 0.0 0.0
H 3.800 -1.098 -2.273 0.0 0.0 -0.1
H 3.690 0.662 -2.273 0.0 0.1 0.0
H 5.262 0.014 0.054 0.0 0.0 0.0
H 3.623 -0.313 4.084 0.3 0.1 -0.4
C -0.766 6.622 1.898 0.0 0.0 0.0
C -1.660 6.522 0.702 -0.1 -0.4 0.0
C -2.435 7.597 0.290 0.0 -0.2 -0.2
C -3.272 7.495 -0.809 0.0 -0.1 -0.1
C -3.356 6.302 -1.512 -0.1 0.2 0.1
C -2.594 5.217 -1.125 0.2 0.0 0.1
C -1.746 5.323 -0.025 -0.6 0.6 -0.3
N -0.881 4.274 0.329 0.7 -0.5 0.3
C -1.046 2.930 0.219 0.0 0.2 0.1
N -2.308 2.455 0.177 -0.3 0.2 0.2
C -2.797 1.157 0.015 0.0 -0.3 -0.3
C -1.983 0.065 -0.352 1.7 0.2 1.1
C -2.598 -1.152 -0.656 -0.5 -0.3 0.2
C -3.955 -1.336 -0.440 0.5 -0.1 -0.3
C -4.728 -0.274 0.004 0.2 0.1 0.0
C -4.182 0.980 0.217 0.1 0.1 -0.1
C -5.056 2.115 0.662 0.0 -0.1 0.0
N 0.010 2.162 0.218 -0.5 -3.2 0.1
C 1.306 2.706 0.163 1.0 0.2 0.0
C 2.072 2.784 1.328 -0.4 0.0 -0.2
C 3.376 3.237 1.271 0.1 0.1 0.0
C 3.909 3.634 0.054 0.1 0.0 0.0
C 3.150 3.560 -1.104 0.1 0.0 0.1
C 1.848 3.082 -1.078 -0.3 -0.1 0.2
C 1.028 2.944 -2.325 0.1 0.0 0.1
H -0.904 7.578 2.395 0.1 0.0 0.0
H 0.283 6.540 1.608 0.1 0.0 0.1
H -0.986 5.830 2.614 0.1 0.0 0.1
H -2.374 8.527 0.836 0.0 0.1 0.1
H -3.852 8.349 -1.121 -0.1 0.1 0.0
H -3.996 6.224 -2.377 -0.1 0.0 -0.1
H -2.626 4.300 -1.695 0.0 -0.1 -0.1
H 0.054 4.561 0.597 -0.1 -0.2 -0.1
H -3.027 3.150 0.335 0.2 0.0 0.0
H -2.022 -1.972 -1.064 0.2 -0.1 0.2
H -4.400 -2.301 -0.616 -0.1 -0.1 -0.1
H -5.785 -0.428 0.166 -0.1 0.1 0.1
H -6.060 1.745 0.854 0.0 0.1 0.0
H -5.133 2.893 -0.101 0.0 0.1 0.0
H -4.686 2.558 1.585 0.0 0.1 0.1
H 1.629 2.474 2.265 0.0 0.0 0.1
H 3.973 3.282 2.169 0.1 0.0 0.1
H 4.925 3.993 0.007 0.1 0.1 0.0
H 3.579 3.873 -2.045 0.0 0.0 -0.1
H 1.660 2.972 -3.209 0.0 0.0 -0.1
H 0.303 3.756 -2.407 -0.1 0.0 0.0
H 0.480 2.000 -2.304 -0.1 0.0 -0.1
```
Forces are in eV/Å.

***

DFT (the ωB97M-V functional and the def2-TZVPD basis) results for a structure of composition C28H27KN6O2S6.

Results
- LUMO energy: 0.130 Eh
- Highest occupied orbital energy: -1.7 eV
- HOMO-LUMO gap: 5.22 eV
- Net charge: -2
- 2S+1: 1

XYZ file:
```
70
Properties=species:S:1:pos:R:3:forces:R:3
K -0.471 0.151 0.118 0.1 -0.2 -0.2
O -1.247 0.379 -2.309 -0.2 0.0 -0.1
C -2.188 0.835 -2.997 0.1 0.0 -0.1
C -2.284 0.532 -4.412 0.1 0.0 0.1
C -3.270 1.027 -5.216 -0.1 0.0 0.0
C -4.273 1.875 -4.703 0.0 0.0 -0.1
C -4.231 2.177 -3.361 0.0 0.0 0.0
C -3.242 1.693 -2.491 0.0 0.0 0.0
C -3.358 2.095 -1.105 0.0 0.1 0.1
N -2.603 1.795 -0.123 -0.3 0.1 0.0
C -2.958 2.340 1.169 0.1 0.0 0.0
C -1.744 2.964 1.851 0.0 0.0 0.0
N -0.716 1.978 2.149 0.0 0.2 0.1
C -0.016 2.195 3.189 0.0 -0.1 -0.1
C 1.136 1.454 3.680 0.0 0.0 0.0
C 1.778 2.000 4.801 -0.1 0.0 0.0
C 2.908 1.457 5.372 0.1 0.0 0.0
C 3.435 0.288 4.791 0.0 0.1 0.0
C 2.840 -0.289 3.704 0.0 0.0 -0.1
C 1.647 0.240 3.073 0.1 -0.1 0.0
O 1.139 -0.343 2.086 0.1 0.2 0.1
H -1.515 -0.126 -4.800 0.0 0.0 0.0
H -3.284 0.761 -6.270 0.0 0.0 0.0
H -5.057 2.266 -5.341 0.0 0.0 0.0
H -5.002 2.822 -2.942 0.0 0.0 0.0
H -4.225 2.757 -0.916 0.0 0.0 0.0
H -3.337 1.534 1.808 0.0 0.0 0.0
H -3.748 3.107 1.089 0.0 0.0 0.0
H -2.071 3.494 2.761 0.0 0.0 0.0
H -1.321 3.703 1.162 0.0 0.0 0.0
H -0.265 3.071 3.819 0.0 0.0 0.0
H 1.352 2.906 5.229 0.0 0.0 0.0
H 3.373 1.912 6.238 0.0 0.0 0.0
H 4.326 -0.167 5.217 0.0 0.0 0.0
H 3.240 -1.195 3.262 0.0 0.0 0.0
C 4.556 1.106 -1.758 0.0 0.0 0.0
C 3.181 0.639 -1.358 0.0 0.1 0.0
N 2.240 1.438 -1.027 0.0 -0.1 0.0
N 2.595 2.761 -0.929 0.1 0.1 0.0
C 1.644 3.745 -0.871 -0.1 0.0 0.1
N 2.118 4.898 -0.299 0.0 0.0 0.0
S 0.109 3.597 -1.429 0.0 0.0 0.0
C 2.896 -0.826 -1.306 0.1 0.0 0.0
C 3.926 -1.756 -1.433 0.0 0.0 0.0
C 3.626 -3.106 -1.317 0.0 0.0 0.0
C 2.323 -3.482 -1.065 0.0 -0.1 0.0
C 1.363 -2.481 -0.935 0.0 0.0 -0.1
N 1.639 -1.193 -1.069 0.1 -0.1 0.1
H 4.484 2.078 -2.248 0.0 0.0 0.0
H 5.014 0.412 -2.458 0.0 0.0 0.0
H 5.222 1.199 -0.895 0.0 0.0 0.0
H 3.492 2.959 -0.509 0.0 0.0 0.0
H 3.098 5.029 -0.117 0.0 0.0 0.0
H 1.553 5.714 -0.450 0.0 0.0 0.0
H 4.947 -1.443 -1.597 0.0 0.0 0.0
H 4.407 -3.851 -1.414 0.0 0.0 0.0
H 2.041 -4.521 -0.960 0.0 0.0 0.0
H 0.328 -2.730 -0.717 0.0 0.0 -0.1
C -4.371 -4.659 2.013 0.1 0.0 0.0
S -2.643 -5.020 2.428 -0.1 0.1 0.0
C -2.019 -5.416 0.845 0.0 0.0 0.0
C -1.947 -4.553 -0.216 0.2 -0.3 0.0
S -2.399 -2.931 -0.359 0.0 0.1 -0.1
S -1.252 -5.358 -1.654 -0.1 0.1 0.1
C -0.990 -6.937 -1.026 0.0 0.0 0.1
S -0.328 -8.196 -1.896 0.0 0.0 0.0
S -1.494 -7.065 0.603 0.0 0.0 -0.1
H -4.855 -4.326 2.932 0.0 0.0 0.0
H -4.867 -5.550 1.632 0.0 0.0 0.0
H -4.387 -3.857 1.276 0.0 0.0 0.0
```
Forces are in eV/Å.

***

DFT (the ωB97M-V functional and the def2-TZVPD basis) results for a structure of composition C28H28BCl3N10O5SSc at a distorted geometry.

Results
- <S²>: 0.753
- LUMO energy (spin up / spin down): -0.177 / -0.273 Eh
- Highest occupied orbital energy (spin up / spin down): -13.5 / -13.5 eV
- HOMO-LUMO gap (spin up / spin down): 8.69 / 6.06 eV
- Net charge: +2
- 2S+1: 2

XYZ file:
```
77
Properties=species:S:1:pos:R:3:forces:R:3
Sc 0.251 -0.099 0.550 -0.5 1.3 0.0
C 0.838 0.182 4.919 0.0 0.0 0.0
C 1.307 0.101 3.618 0.0 0.0 0.0
N 0.283 0.070 2.752 0.0 -0.1 0.0
N -0.855 0.121 3.495 0.1 0.2 0.1
C -0.541 0.194 4.794 0.0 0.0 0.0
B -2.219 0.046 2.749 -0.1 0.0 0.0
N -2.309 1.219 1.734 0.0 0.0 0.0
C -3.273 2.147 1.642 0.0 0.0 0.0
C -3.016 2.936 0.537 0.0 0.0 0.0
C -1.848 2.406 -0.002 0.0 0.0 0.0
N -1.419 1.377 0.732 0.0 -0.1 0.0
N -2.215 -1.277 1.928 -0.1 0.0 0.0
C -2.751 -2.464 2.245 0.0 0.0 0.0
C -2.524 -3.346 1.206 0.0 0.0 0.0
C -1.804 -2.605 0.278 0.0 0.0 -0.1
N -1.613 -1.355 0.709 0.3 -0.2 0.2
N -3.404 0.111 3.670 0.0 -0.1 0.0
C -4.680 -0.321 3.449 0.0 0.1 0.0
C -5.483 0.237 4.406 0.0 0.0 0.0
C -4.606 1.027 5.180 0.0 0.0 -0.1
N -3.370 0.964 4.726 0.1 0.0 0.1
H 1.411 0.226 5.829 0.0 0.0 0.0
H 2.324 0.052 3.260 0.0 0.0 0.0
H -1.319 0.267 5.534 0.0 0.0 0.0
H -4.072 2.189 2.365 0.0 0.0 0.0
H -3.596 3.765 0.175 0.0 0.0 0.0
H -1.315 2.706 -0.892 0.0 0.0 0.0
H -3.270 -2.605 3.178 0.0 0.0 0.0
H -2.855 -4.367 1.129 0.0 0.0 0.0
H -1.415 -2.909 -0.681 0.0 0.0 0.0
H -4.929 -0.961 2.620 0.0 0.0 0.0
H -6.541 0.097 4.535 0.0 0.0 0.0
H -4.830 1.635 6.043 0.0 0.0 0.0
C 5.091 0.117 0.292 0.0 0.0 0.0
O 4.388 1.340 0.630 0.0 0.0 0.0
C 3.086 1.294 0.668 -0.1 0.1 0.0
O 2.412 0.272 0.456 0.1 -0.3 0.0
N 2.509 2.470 0.953 0.0 0.0 0.0
N 1.115 2.482 0.986 0.0 -0.2 0.0
H 6.137 0.398 0.271 0.0 0.0 0.0
H 4.765 -0.236 -0.684 0.0 0.0 0.0
H 4.909 -0.637 1.054 0.0 0.0 0.0
H 3.068 3.266 1.229 0.0 0.0 0.0
H 0.750 3.225 0.401 0.0 0.0 0.0
H 0.774 2.605 1.935 0.0 0.0 0.0
O 0.308 0.197 -1.460 -0.1 -0.1 0.1
S 0.956 1.113 -2.510 0.0 0.0 -0.2
C 2.177 0.069 -3.287 0.0 0.0 0.0
C 2.395 -1.219 -2.826 0.0 0.0 0.0
C 3.382 -1.983 -3.435 0.0 0.0 0.0
C 4.130 -1.455 -4.478 0.0 0.0 0.0
C 3.901 -0.158 -4.922 0.0 0.0 0.0
C 2.921 0.617 -4.324 0.0 0.0 0.0
C -0.256 1.288 -3.786 0.1 0.0 0.1
C -1.009 0.198 -4.206 0.0 0.0 0.0
C -1.934 0.389 -5.215 0.0 0.0 0.0
C -2.084 1.646 -5.796 0.0 0.0 0.0
C -1.323 2.723 -5.367 0.0 0.0 0.0
C -0.402 2.550 -4.343 0.0 0.0 0.1
H 1.799 -1.620 -2.018 0.0 0.0 0.0
H 3.563 -2.995 -3.097 0.0 0.0 0.0
H 4.896 -2.056 -4.950 0.0 0.0 0.0
H 4.484 0.250 -5.736 0.0 0.0 0.0
H 2.736 1.628 -4.668 0.0 0.0 0.0
H -0.874 -0.773 -3.747 0.0 0.0 0.0
H -2.537 -0.440 -5.558 0.0 0.0 0.0
H -2.806 1.783 -6.590 0.0 0.0 0.0
H -1.450 3.696 -5.820 0.0 0.0 0.0
H 0.189 3.385 -3.985 0.0 0.0 0.0
Cl 3.319 -5.495 0.717 0.2 0.0 0.0
C 1.822 -4.734 0.557 -0.3 -0.5 -0.2
Cl 1.233 -4.576 -1.051 0.0 0.0 0.0
Cl 0.653 -5.090 1.752 0.0 0.0 0.0
C 2.147 -2.596 1.135 0.2 1.6 0.5
O 3.178 -2.624 1.661 0.1 -0.5 -0.1
O 1.143 -2.078 0.752 0.1 -0.9 -0.3
```
Forces are in eV/Å.